Molecular formula: C24H34N6
Method: DFT, ωB97M-V/def2-TZVPD

Each line ends with the natural charge from an NBO analysis.
CARTESIAN COORDINATES (ANGSTROEM)
C  -0.271  -0.779  -1.012  -0.523
C  0.233  -0.796  0.468  -0.419
C  0.917  0.546  0.837  -0.684
C  2.089  0.756  -0.069  0.297
N  2.992  0.919  -0.770  -0.378
H  -0.723  -1.723  -1.317  0.185
H  0.586  -0.420  -1.582  0.163
H  -1.115  -0.107  -1.169  0.239
H  0.775  -1.706  0.726  0.241
H  -0.690  -0.955  1.026  0.245
H  1.173  0.659  1.890  0.292
H  0.328  1.439  0.624  0.339
C  -0.198  -1.805  -2.625  -0.506
C  -1.039  -1.425  -3.793  -0.379
C  -0.334  -1.380  -5.193  -0.488
C  0.757  -0.343  -5.163  0.276
N  1.602  0.429  -5.132  -0.342
H  0.456  -2.652  -2.829  0.199
H  -0.818  -2.226  -1.834  0.088
H  0.377  -0.937  -2.301  0.232
H  -1.436  -0.443  -3.536  0.203
H  -1.825  -2.167  -3.934  0.199
H  -1.007  -0.908  -5.908  0.244
H  0.136  -2.292  -5.559  0.249
N  -1.539  -3.116  0.687  -0.538
C  -0.725  -3.631  1.678  -0.078
C  0.547  -3.681  1.332  -0.305
C  0.565  -3.261  -0.007  -0.339
C  -0.706  -2.917  -0.390  -0.009
H  -2.527  -2.915  0.747  0.422
H  -1.059  -3.814  2.689  0.208
H  1.237  -3.928  2.126  0.243
H  1.407  -3.030  -0.643  0.234
H  -1.223  -2.658  -1.302  0.168
N  -1.418  2.471  1.250  -0.528
C  -2.484  1.990  0.600  -0.077
C  -2.676  0.735  1.010  -0.316
C  -1.614  0.338  1.856  -0.324
C  -0.936  1.475  2.082  -0.084
H  -0.891  3.315  1.077  0.426
H  -2.998  2.668  -0.065  0.212
H  -3.462  0.084  0.659  0.208
H  -1.452  -0.623  2.323  0.226
H  -0.087  1.674  2.719  0.223
N  2.664  0.441  2.927  -0.480
C  1.401  0.167  3.350  -0.177
C  1.319  0.619  4.661  -0.261
C  2.422  1.383  4.866  -0.324
C  3.240  1.319  3.734  -0.069
H  3.020  0.290  1.994  0.429
H  0.625  -0.306  2.765  0.249
H  0.481  0.407  5.309  0.225
H  2.445  1.820  5.853  0.226
H  4.181  1.778  3.468  0.222
N  -0.823  3.638  -0.497  -0.546
C  0.292  3.035  -0.025  -0.164
C  0.673  2.230  -1.092  -0.256
C  -0.270  2.357  -2.137  -0.291
C  -1.232  3.219  -1.730  -0.065
H  -1.297  4.431  -0.088  0.403
H  0.812  3.368  0.862  0.239
H  1.530  1.582  -1.202  0.253
H  -0.306  1.772  -3.045  0.223
H  -2.106  3.591  -2.244  0.221

As for the multiplicity: 1. For the molar mass, the calculation gives 406.578 g/mol. For the relative energy (zero: lowest compared OMol25 entry of this formula, charge and spin), the calculation gives 0.000 eV. For the largest force on an atom, the calculation gives 13.7 eV Å⁻¹. The LUMO energy is 0.016 hartree. As for the HOMO-LUMO gap: 7.4 eV.


Molecular formula: C24H34N6Na
Method: DFT, ωB97M-V/def2-TZVPD

Each line ends with the natural charge from an NBO analysis.
CARTESIAN COORDINATES (ANGSTROEM)
Na  0.111  -0.228  0.502  0.848
C  1.669  1.798  -1.853  -0.422
C  2.592  2.557  -0.881  -0.402
C  2.120  2.602  0.612  -0.232
N  0.832  1.965  0.815  -0.540
C  -0.143  2.611  1.351  0.270
C  -0.055  3.921  1.983  -0.381
C  -0.932  4.966  1.885  -0.157
C  -2.172  5.021  1.224  -0.396
C  -2.880  3.916  0.774  -0.159
C  -2.629  2.558  0.926  -0.381
C  -1.470  1.888  1.440  0.220
N  -1.429  0.668  1.902  -0.600
C  -2.696  -0.027  2.073  -0.233
C  -3.131  -0.883  0.870  -0.419
C  -2.275  -2.148  0.647  -0.244
N  -1.080  -1.918  -0.152  -0.566
C  -1.127  -2.154  -1.423  0.241
C  -2.318  -2.467  -2.176  -0.359
C  -2.455  -3.233  -3.314  -0.163
C  -1.498  -3.956  -4.032  -0.399
C  -0.122  -3.905  -3.813  -0.149
C  0.624  -3.058  -3.020  -0.405
C  0.183  -1.984  -2.159  0.258
N  0.867  -0.928  -1.853  -0.567
C  2.133  -0.676  -2.510  -0.233
C  2.341  0.828  -2.838  -0.393
H  1.061  2.515  -2.408  0.200
H  0.972  1.212  -1.275  0.248
H  2.700  3.588  -1.224  0.195
H  3.599  2.128  -0.916  0.183
H  2.135  3.639  0.950  0.180
H  2.852  2.064  1.227  0.172
H  0.861  4.099  2.534  0.200
H  -0.608  5.890  2.359  0.188
H  -2.632  5.995  1.107  0.190
H  -3.825  4.144  0.289  0.189
H  -3.421  1.902  0.586  0.197
H  -3.500  0.676  2.328  0.177
H  -2.584  -0.707  2.925  0.173
H  -3.104  -0.277  -0.041  0.206
H  -4.173  -1.183  1.028  0.196
H  -2.895  -2.938  0.207  0.178
H  -1.936  -2.505  1.626  0.188
H  -3.235  -2.067  -1.759  0.196
H  -3.476  -3.334  -3.671  0.188
H  -1.856  -4.614  -4.816  0.189
H  0.466  -4.609  -4.398  0.187
H  1.698  -3.186  -3.072  0.196
H  2.237  -1.239  -3.443  0.181
H  2.952  -1.017  -1.856  0.160
H  1.958  1.009  -3.844  0.195
H  3.419  1.016  -2.888  0.183
N  0.700  -2.032  3.252  -0.840
C  2.141  -2.262  3.314  -0.215
C  2.894  -1.243  2.474  -0.215
N  2.266  -1.063  1.174  -0.855
H  0.456  -1.056  3.376  0.377
H  0.202  -2.583  3.936  0.354
H  2.343  -3.269  2.937  0.174
H  2.558  -2.212  4.327  0.158
H  3.948  -1.541  2.426  0.163
H  2.857  -0.281  2.996  0.182
H  2.105  -1.940  0.689  0.377
H  2.806  -0.458  0.567  0.368

As for the multiplicity: 1. For the molar mass, the calculation gives 429.568 g/mol. As for the charge: -1. For the relative energy (zero: lowest compared OMol25 entry of this formula, charge and spin), the calculation gives 0.000 eV. For the largest force on an atom, the calculation gives 0.8 eV Å⁻¹. The LUMO energy is 0.078 hartree. As for the HOMO-LUMO gap: 5.5 eV.


Molecular formula: C24H34O24
Method: DFT, ωB97M-V/def2-TZVPD

Each line ends with the Löwdin charge.
CARTESIAN COORDINATES (ANGSTROEM)
C  -1.151  5.862  -7.192  -0.035
O  -0.412  6.028  -5.982  -0.046
C  -1.034  6.426  -4.845  -0.540
O  -2.246  6.451  -4.642  0.106
O  -0.143  6.514  -3.824  -0.009
C  1.304  6.503  -4.047  -0.026
H  -0.681  5.015  -7.692  0.094
H  -1.147  6.752  -7.820  0.096
H  -2.175  5.542  -7.001  0.093
H  1.752  7.411  -3.644  0.082
H  1.684  6.549  -5.067  0.092
H  1.641  5.724  -3.362  0.093
O  -6.966  -5.574  -2.170  0.106
C  -6.368  -5.653  -1.072  -0.496
O  -6.163  -4.593  -0.263  0.073
C  -5.175  -4.901  0.635  -0.149
C  -5.022  -6.426  0.567  -0.144
O  -5.699  -6.690  -0.577  0.076
H  -4.264  -4.436  0.259  0.130
H  -5.303  -4.455  1.621  0.134
H  -5.553  -6.991  1.333  0.133
H  -3.995  -6.791  0.578  0.137
O  -1.573  -5.477  -5.939  0.130
C  -0.727  -5.010  -5.193  -0.603
O  0.431  -5.524  -5.086  0.113
C  1.019  -4.985  -3.864  -0.074
C  0.202  -3.741  -3.593  -0.159
O  -0.992  -4.034  -4.261  0.066
H  0.962  -5.645  -2.998  0.136
H  2.038  -4.702  -4.127  0.132
H  0.705  -2.872  -4.016  0.124
H  0.086  -3.430  -2.555  0.134
O  -1.584  -8.525  6.221  0.064
C  -1.225  -7.335  6.585  -0.452
O  -1.426  -6.203  5.879  0.081
C  -0.908  -5.080  6.577  -0.128
C  -0.172  -5.740  7.725  -0.165
O  -0.460  -7.092  7.672  0.078
H  -0.092  -4.536  6.101  0.125
H  -1.575  -4.324  6.992  0.131
H  -0.666  -5.307  8.595  0.133
H  0.879  -5.487  7.579  0.133
O  6.081  1.600  -2.649  0.153
C  7.217  1.535  -2.247  -0.544
O  7.672  0.529  -1.542  0.079
C  8.941  0.819  -1.063  -0.116
C  9.370  2.117  -1.803  -0.166
O  8.245  2.417  -2.485  0.071
H  8.827  0.956  0.012  0.133
H  9.568  -0.010  -1.392  0.133
H  10.191  1.797  -2.445  0.125
H  9.808  2.898  -1.182  0.132
O  -3.167  9.388  1.103  0.157
C  -4.257  9.577  1.563  -0.547
O  -5.046  10.630  1.183  0.040
C  -6.364  10.438  1.644  -0.111
C  -6.266  9.154  2.524  -0.110
O  -5.018  8.638  2.141  0.056
H  -6.576  11.295  2.283  0.125
H  -6.966  10.406  0.736  0.133
H  -7.024  8.422  2.245  0.128
H  -6.279  9.256  3.610  0.129
O  3.010  -7.021  1.362  0.100
C  3.485  -5.991  1.891  -0.561
O  3.789  -5.926  3.141  0.088
C  4.673  -4.811  3.301  -0.071
C  4.181  -3.939  2.113  -0.150
O  3.571  -4.802  1.221  0.071
H  4.581  -4.401  4.307  0.131
H  5.699  -5.170  3.214  0.131
H  5.009  -3.381  1.675  0.129
H  3.423  -3.195  2.359  0.132
O  -1.650  0.231  2.426  0.162
C  -1.235  1.145  1.785  -0.494
O  -0.291  1.124  0.762  0.038
C  -0.098  2.405  0.179  -0.117
C  -1.200  3.215  0.894  -0.145
O  -1.745  2.430  1.931  0.053
H  0.878  2.812  0.443  0.122
H  -0.137  2.444  -0.910  0.128
H  -1.956  3.651  0.241  0.129
H  -0.749  4.102  1.340  0.123

As for the multiplicity: 1. For the molar mass, the calculation gives 706.512 g/mol. For the relative energy (zero: lowest compared OMol25 entry of this formula, charge and spin), the calculation gives 4.287 eV. For the largest force on an atom, the calculation gives 7.4 eV Å⁻¹. Its structure (SMILES) is COC(=O)OC.O=C1OCCO1.O=C1OCCO1.O=C1OCCO1.O=C1OCCO1.O=C1OCCO1.O=C1OCCO1.O=C1OCCO1. The LUMO energy is -0.006 hartree. As for the HOMO-LUMO gap: 10.2 eV.